# C37H96N7O9Y

A structure of composition C37H96N7O9Y in a non-equilibrium geometry (ωB97M-V with the def2-TZVPD basis set, the OMol25 dataset).

The charge is +2. The calculation puts the HOMO energy at -12.2 eV. The spin multiplicity is 1. The max |F| is 7.25 eV Å⁻¹. The HOMO-LUMO gap comes out at 4.97 eV. Its energy above the lowest of the compared OMol25 structures with the same formula, charge and spin is 0.000 eV. For the total energy, the calculation gives -2565.34013 a.u.

Geometry as XYZ:
```
150
Properties=species:S:1:pos:R:3:mulliken_charge:R:1
Y -4.4449 -0.8670 -1.1722 0.904
O 1.1201 -0.3152 1.7520 1.237
O -3.9432 1.2669 -2.3095 -0.107
O 1.7050 3.1016 0.8650 0.006
O 3.7053 0.6106 -2.8608 -0.215
O -2.3457 -0.4045 -0.2221 1.467
O -4.7215 -1.6499 1.2924 -0.136
O 0.9386 -5.7616 -1.8146 -0.527
O -2.0611 4.7168 1.9538 -0.456
O 1.3898 -5.7804 0.9239 -0.544
N -2.9697 -1.2015 -3.1904 -0.065
N 2.8411 5.0231 2.7000 -0.791
N -2.1609 -4.0740 -2.6286 -0.341
N 5.5017 3.5921 -4.0543 -0.710
N 2.2849 -1.0752 2.0518 -0.004
N -5.2463 0.7786 0.4278 -0.136
N -3.0492 1.2152 2.4882 -0.166
C 1.0614 4.3447 1.1063 -0.354
C -1.1738 -4.6361 -1.7141 2.319
C 2.3258 -0.0643 4.3191 -2.012
C 3.6593 0.9730 2.5286 -1.845
C 3.4818 -0.5326 -0.1740 -0.086
C 1.8934 -2.4820 0.1243 -0.583
C -2.6619 0.0448 -3.9393 1.008
C 5.3293 2.2124 -3.5781 0.616
C -3.4035 2.4867 -1.7130 -0.621
C -1.0005 2.2133 3.2759 -1.498
C -0.0161 -0.6594 -0.8651 -0.046
C -7.5040 -0.2068 0.6717 -1.399
C -2.4173 2.5168 2.8234 -0.544
C 2.9202 -1.5516 0.8246 2.724
C -1.0362 -0.3518 0.2373 1.589
C -6.2397 0.2193 1.3888 0.108
C 2.5312 -0.0882 -3.1580 -0.800
C -1.7256 -5.9129 -1.0792 -1.795
C 1.3799 4.9377 2.4969 0.773
C 5.0260 -1.8496 2.2539 -0.952
C 0.6220 -4.9242 1.7229 -0.540
C -3.9779 -2.6183 2.0529 -0.639
C 3.1049 -0.3806 3.0672 1.926
C 0.0506 -5.0080 -2.5741 -0.949
C 1.1739 2.5816 -0.3445 1.468
C 2.1673 -6.1556 -2.4022 -0.922
C -2.5005 5.7186 1.0861 -0.901
C 4.0700 -2.4901 1.2506 -1.148
C -2.5700 3.4419 1.6271 -0.070
C 4.3105 -1.2678 3.4466 -1.304
C -5.6022 -0.9173 2.1621 -0.614
C 6.0176 2.1385 -2.2150 -1.356
C 3.8664 1.8361 -3.5452 -0.617
C 0.7343 6.2902 2.5564 -1.273
C -0.7719 -1.3125 1.3977 0.260
C -3.5900 1.2125 -3.7095 -0.985
C -2.2793 -0.3020 -5.3770 -1.502
H -0.0266 4.2145 1.0776 -0.062
H 2.7936 1.5112 2.1392 0.249
H 0.3541 -3.9870 1.2017 0.244
H -0.3278 -5.4560 -3.5039 0.527
H 2.3444 -2.9681 -0.7426 0.858
H -2.9979 3.0195 3.5999 0.632
H 7.0679 2.3964 -2.3868 0.411
H 2.6049 -1.1055 -2.7708 0.378
H 1.0910 4.2963 3.3361 -0.101
H -2.0537 3.0583 0.7313 -0.601
H -6.3502 -1.4983 2.7106 0.512
H -1.5609 -1.1234 -5.3292 0.408
H 3.5421 1.6973 -4.5889 0.315
H 5.9048 1.5064 -4.1854 0.138
H -7.3390 -1.0476 -0.0261 0.193
H 6.4477 3.7151 -4.3960 0.277
H 1.1610 -5.6384 -0.0089 0.476
H -6.4719 0.9905 2.1275 0.495
H -1.8303 0.4586 -6.0105 0.399
H 4.7128 -2.6727 0.3821 0.344
H 1.6436 -0.8790 4.5960 0.380
H -3.5690 5.7042 0.7939 0.374
H -1.7214 0.3030 -3.4339 -0.299
H -1.0468 -2.3164 1.0638 -0.449
H 1.5658 -3.2557 0.8146 -0.439
H 2.4218 -0.2111 -4.2430 0.604
H -8.2989 -0.5450 1.3326 0.435
H -1.2978 -1.0711 2.3218 -0.036
H -2.5483 -5.7133 -0.3873 0.399
H 0.5248 -4.0828 -2.9305 0.353
H 1.3952 5.0726 0.3606 0.435
H -0.5021 3.1479 3.5593 0.276
H 1.6753 0.4207 -2.7064 0.086
H -3.0008 0.5843 3.2797 0.421
H 2.0067 -6.7639 -3.2967 0.341
H -2.5115 0.7362 1.7684 -0.467
H 3.2142 5.7829 2.1376 0.330
H -0.2722 -0.1368 -1.7916 0.044
H 5.5516 -1.0054 1.7847 0.300
H -3.6279 3.3278 -2.3647 0.491
H 1.6939 0.8202 4.2344 0.100
H -3.1391 -0.7405 -5.8952 0.393
H 3.2282 0.5147 0.0011 0.043
H -1.9376 5.9168 0.1715 0.291
H 1.2509 7.0354 1.9417 0.408
H 1.4405 0.4572 1.2473 -0.846
H -0.3930 -5.3391 1.8491 0.315
H 4.0292 1.5461 3.3828 0.655
H 0.2986 -1.3251 1.6143 -0.085
H 3.0654 -0.7628 -1.1614 -1.385
H -0.3572 1.7779 2.5046 0.372
H -2.0971 -6.6001 -1.8446 0.414
H -4.5256 0.9772 -4.2426 0.298
H 1.7252 1.7046 -0.6800 -1.041
H -4.9806 -0.5567 2.9850 0.237
H 1.0737 -4.6303 2.6650 0.428
H 5.8744 -2.5026 2.4667 0.526
H 3.7175 -3.4933 1.4944 0.373
H 0.7253 6.7514 3.5439 0.384
H 4.5571 -0.5266 -0.3532 0.321
H 4.4743 0.9646 1.8106 0.312
H 4.9041 3.7975 -4.8498 0.222
H 5.9877 1.1647 -1.7254 0.210
H 1.1664 3.3766 -1.0973 0.725
H 1.0555 -0.5611 -0.7018 -0.034
H -3.3355 -2.1396 2.7865 0.355
H -0.8885 1.5338 4.1214 0.691
H -2.3202 2.3711 -1.6613 0.386
H -0.7606 0.6835 0.4954 -0.749
H -3.8358 2.6026 -0.7280 -0.317
H 2.7315 -5.3171 -2.8332 0.296
H -0.8032 -3.9014 -0.9965 -1.353
H 5.7310 2.8666 -1.4510 0.309
H -2.6692 6.6231 1.6889 0.313
H 2.7545 -6.6021 -1.6088 0.330
H -3.4335 -1.9219 -3.7558 0.404
H -7.9064 0.5636 0.0084 0.391
H -2.3968 -4.7683 -3.3350 0.333
H 3.2302 4.1500 2.3558 0.220
H 3.8500 -2.0887 4.0122 0.415
H -3.6267 3.4765 1.3299 0.908
H -4.5202 1.1500 1.0838 -0.265
H 2.9363 -0.0322 5.2228 0.490
H -0.9570 -6.4926 -0.5654 0.409
H -0.2802 6.2027 2.1736 0.170
H -3.2899 -3.1301 1.3730 -0.035
H 0.1262 2.2860 -0.1852 -1.102
H 4.9789 -0.6884 4.0816 0.487
H -4.6500 -3.4184 2.3607 0.380
H -5.6268 1.6725 0.1034 0.410
H 1.0595 -1.8775 -0.2398 -1.917
H -2.1098 -1.7169 -2.9849 -0.096
H -3.2957 2.1661 -4.1353 0.442
H -3.0553 -3.9587 -2.1568 0.157
H -0.1403 -1.7319 -1.0893 -0.911
H 3.1980 2.5730 -3.0824 0.291
```


# C12H21N2O5

A cluster of 3 separate species, C12H21N2O5 in total (ωB97M-V with the def2-TZVPD basis set, the OMol25 dataset).

The charge is -1. The calculation puts the HOMO energy at -1.7 eV. The spin multiplicity is 1. The max |F| is 0.35 eV Å⁻¹. The HOMO-LUMO gap comes out at 4.38 eV. Its energy above the lowest of the compared OMol25 structures with the same formula, charge and spin is 3.842 eV. For the total energy, the calculation gives -955.53877 a.u.

Geometry as XYZ:
```
40
Properties=species:S:1:pos:R:3:nbo_charge:R:1
O 2.7703 4.3217 0.7196 -0.503
O 1.0037 4.2824 -0.6424 -0.580
O -0.3274 0.9025 -0.0138 -0.498
O -0.7941 1.1060 -2.1897 -0.571
O -2.6138 -2.0942 0.8423 -0.642
N 0.7721 -3.3647 0.1197 -1.108
N -2.1552 -3.7282 -0.6824 -0.531
C 3.5298 2.1002 0.5425 -0.428
C -0.2498 -2.4437 0.5106 -0.352
C 3.9251 3.5048 0.9803 -0.069
C -2.3174 -5.0320 -0.0596 -0.397
C -1.7454 -2.7097 0.2443 0.708
C -2.0789 2.3691 -0.5351 -0.529
C 2.5593 2.3888 -0.6005 -0.542
C -1.6087 2.6540 0.8881 -0.435
C -1.0249 1.4097 -1.0568 0.805
C -1.3827 -3.7283 -1.9267 -0.445
C 1.9841 3.7383 -0.2240 0.797
C -0.8700 1.3633 1.2326 -0.076
H -0.2774 -2.1812 1.5966 0.148
H 0.5703 -4.2578 0.5759 0.270
H 1.7746 1.6419 -0.6895 0.284
H -1.4016 -5.6369 -0.1198 0.178
H 3.0032 1.5917 1.3508 0.218
H -1.8635 -3.0801 -2.6728 0.169
H 4.3821 1.4866 0.2603 0.224
H -0.3436 -3.4247 -1.7389 0.268
H 3.0685 2.4896 -1.5609 0.235
H -3.0404 1.8523 -0.5608 0.237
H 4.1615 3.5895 2.0386 0.191
H -2.1252 3.2458 -1.1753 0.239
H -0.0863 -1.4753 0.0072 0.197
H -1.5282 0.5824 1.6197 0.211
H -0.0405 1.5042 1.9235 0.183
H -2.5761 -4.9061 0.9976 0.200
H -2.4056 2.8836 1.5932 0.212
H -3.1435 -5.5871 -0.5307 0.170
H 4.7602 3.9007 0.3965 0.170
H -1.3587 -4.7467 -2.3354 0.173
H -0.9060 3.4878 0.8750 0.221
```


# C32H30BrNOPtSb2

A structure of composition C32H30BrNOPtSb2 in a non-equilibrium geometry (ωB97M-V with the def2-TZVPD basis set, the OMol25 dataset).

The charge is +4. The calculation puts the HOMO energy (spin up / spin down) at -19.0 / -19.3 eV. The spin multiplicity is 5. The max |F| is 1.07 eV Å⁻¹. The HOMO-LUMO gap (spin up / spin down) comes out at 6.42 / 4.17 eV. Its energy above the lowest of the compared OMol25 structures with the same formula, charge and spin is 1.363 eV. For the total energy, the calculation gives -4539.48647 a.u.

Geometry as XYZ:
```
68
Properties=species:S:1:pos:R:3:nbo_charge:R:1
Pt 0.5866 -0.9674 1.1409 0.693
Sb -0.4567 -2.8282 -0.4956 1.297
Sb -2.6795 -1.1118 0.6260 1.221
Br 0.8366 1.4780 0.2466 0.200
O 5.9357 1.4188 -0.8389 -0.566
N 2.5802 -0.5459 0.4297 -0.585
C 2.6044 0.7383 0.0564 0.179
C -4.4095 -2.2917 0.5748 -0.309
C 1.9469 -3.5563 2.2712 -0.225
C -2.6577 -0.0797 -1.2371 -0.705
C 0.2342 -2.1278 3.3304 -0.300
C -3.3403 2.3636 3.2407 -0.130
C 2.3359 -2.5132 4.4223 -0.071
C 1.1059 -1.8859 4.4047 -0.198
C -1.2097 -1.9021 -2.3245 -0.723
C -2.8161 1.5393 2.2857 -0.229
C -6.7755 -3.7160 0.5616 -0.138
C -4.1928 1.8185 4.2428 0.092
C 2.7469 -3.3684 3.3691 -0.174
C -4.5376 0.4459 4.2372 -0.189
C -4.0156 -0.3709 3.2748 -0.127
C -1.9031 -6.6046 1.1321 -0.200
C -2.8698 -6.3159 -1.0683 -0.168
C -2.2328 -5.0932 -1.1929 -0.212
C 4.9155 -0.6093 -0.0394 -0.295
C 3.7549 -1.2081 0.3806 0.081
C -6.7211 -2.4666 -0.0443 -0.173
C -1.4430 -4.6191 -0.1343 -0.465
C 4.8974 0.7427 -0.4251 0.449
C -5.6508 -4.2513 1.1775 -0.176
C -5.5386 -1.7422 -0.0354 -0.256
C -3.1772 0.1676 2.2532 -0.183
C -2.5641 -1.1936 -2.2848 -0.465
C -2.7031 -7.0676 0.0883 -0.105
C 0.7279 -2.8474 2.2316 -0.085
C -4.4571 -3.5437 1.1844 -0.278
C -1.2589 -5.3877 1.0234 -0.159
C 3.6727 1.4524 -0.3724 -0.295
H -7.7030 -4.2736 0.5554 0.262
H -3.4838 -6.6906 -1.8761 0.264
H -1.2020 -2.7147 -3.0539 0.277
H -7.6020 -2.0546 -0.5183 0.262
H -2.7122 -0.7483 -3.2734 0.289
H 2.2564 -4.2001 1.4550 0.249
H 6.7611 0.9108 -0.8650 0.528
H -0.4017 -1.2145 -2.5826 0.251
H -4.5671 2.4623 5.0313 0.271
H 0.7732 -1.2956 5.2481 0.265
H 5.8327 -1.1825 -0.0714 0.273
H -5.2122 0.0699 4.9956 0.282
H -3.5835 -3.9752 1.6588 0.221
H -0.6212 -5.0461 1.8294 0.211
H 2.9839 -2.3963 5.2823 0.273
H -3.1877 -8.0322 0.1734 0.265
H -4.2854 -1.4208 3.2471 0.246
H 3.7027 -3.8732 3.4403 0.272
H -5.5184 -0.7640 -0.5039 0.224
H -1.7760 -7.2104 2.0193 0.261
H -3.3756 -1.9152 -2.1589 0.237
H -3.5642 0.5151 -1.3413 0.278
H -5.7071 -5.2213 1.6530 0.250
H 3.7375 -2.2450 0.6815 0.232
H -2.1770 1.9479 1.5123 0.235
H -0.8167 -1.8743 3.4274 0.247
H -2.3606 -4.5243 -2.1061 0.228
H -1.7946 0.5856 -1.2789 0.243
H -3.1300 3.4253 3.2550 0.278
H 3.6256 2.4936 -0.6598 0.297
```